(1)
C3H10NO2 | ωB97M-V/def2-TZVPD

- HOMO energy (hartree) = -0.128
- relative energy (zero: lowest compared OMol25 entry of this formula, charge and spin) (eV) = 1.4932
- gap between HOMO and LUMO (eV) = 7.87
- net charge = -1

Structure (XYZ):
```
16
C3H10NO2, DFT ωB97M-V/def2-TZVPD
O 0.6619 -1.1063 -0.1366
O -0.6099 -3.2178 -0.7277
N -0.8245 0.7621 1.4449
C 1.0652 1.5654 0.3766
C -0.2961 1.0797 0.0533
C 0.0126 -0.1341 -0.8117
H -0.0629 -2.3644 -0.4864
H -0.8814 1.9759 -0.3145
H -0.9737 -0.4219 -1.3571
H 0.3716 0.1394 -1.8742
H 1.0292 2.3955 1.0896
H 1.7627 0.6696 0.7316
H -1.8882 0.8056 1.2808
H -0.5356 -3.8546 -0.0330
H 1.7186 2.0099 -0.5373
H -0.5494 -0.3042 1.3017
```

=====

(2)
C27H39BN6O4RuS3Se | ωB97M-V/def2-TZVPD

- spin multiplicity = 2
- HOMO energy (spin up / spin down) (hartree) = -0.415 / -0.418
- relative energy (zero: lowest compared OMol25 entry of this formula, charge and spin) (eV) = 0.9962
- gap between HOMO and LUMO (spin up / spin down) (eV) = 7.49 / 6.12
- net charge = +1

Structure (XYZ):
```
82
C27H39BN6O4RuS3Se, DFT ωB97M-V/def2-TZVPD
Ru 0.0105 0.3172 0.3876
Se -0.0058 1.7563 2.4799
S 0.0424 -1.8655 -0.3942
S 2.2857 -0.2296 -0.0181
S -2.0393 0.0170 -0.7162
O -0.1155 2.9082 3.5569
O 0.2963 0.1883 2.8498
O 1.0632 1.9741 1.1718
O -1.3122 1.5500 1.3780
N -0.7648 2.9033 -2.9652
N 1.9647 2.8864 -2.3007
N 1.7631 1.7793 -1.5959
N -0.8729 1.9213 -2.0618
N 0.4487 -0.2356 -2.4887
N 0.6645 0.1031 -3.7573
C 0.3902 -2.5488 -3.0130
C -0.1273 0.6178 -6.4693
C -3.2566 2.1256 -1.9646
C -1.7646 4.5982 -4.4141
C 5.0969 1.0182 -0.0646
C -0.3968 4.6048 -5.0829
C 0.2981 -1.4976 -2.0658
C 0.6278 -2.1896 -4.3102
C 4.7109 5.3073 -2.9754
C 4.2332 2.8346 -1.5909
C 2.2767 5.7031 -2.6539
C 0.2391 -3.9705 -2.5780
C 3.1660 3.4194 -2.3008
C 2.3440 0.4294 -6.0862
C 3.3235 4.6858 -3.1303
C -4.5543 1.6667 -1.3852
C -1.8613 3.5028 -3.3632
C 1.0122 -0.3344 -6.0830
C -2.0500 1.4819 -1.6152
C -3.1282 3.1659 -2.8309
C 4.0360 1.6946 -0.8680
C -2.8346 4.3774 -5.4931
C 2.7226 1.1874 -0.8799
C 0.7558 -0.8323 -4.6682
C 1.0775 -1.4842 -7.0863
C 3.1158 4.3074 -4.6042
C -2.0008 5.9430 -3.7114
B 0.3614 1.0381 -1.5574
H 1.2412 -1.0766 -8.0837
H -2.9743 5.9796 -3.2184
H -0.3651 5.4043 -5.8245
H -5.3715 2.2999 -1.7235
H -1.9685 6.7507 -4.4439
H -4.0007 3.7297 -3.1314
H -3.8511 4.4789 -5.1125
H 5.2098 3.2977 -1.6063
H 0.3933 4.7724 -4.3605
H 5.5005 4.6470 -3.3401
H 4.9264 5.5796 -1.9402
H 3.0881 5.2081 -5.2198
H 0.0511 1.0172 -7.4687
H 2.5428 0.8144 -7.0874
H 2.2785 6.5756 -3.3092
H 2.1865 3.7590 -4.7455
H 4.8030 0.9775 0.9858
H 1.9030 -2.1672 -6.8757
H -0.1870 1.4486 -5.7661
H 1.2786 5.2691 -2.6434
H 3.9387 3.6821 -4.9590
H 6.0428 1.5485 -0.1497
H 2.3100 1.2704 -5.3920
H -4.7699 0.6382 -1.6816
H -2.7332 3.3922 -5.9531
H -1.0888 0.0997 -6.4785
H 4.7557 6.2212 -3.5678
H -0.7379 -4.1313 -2.1188
H 0.1473 -2.0555 -7.1166
H 0.9938 -4.2265 -1.8323
H -4.5103 1.6885 -0.2953
H 2.5025 6.0403 -1.6404
H -2.7105 5.1262 -6.2757
H 3.1742 -0.2218 -5.8042
H 0.3414 -4.6443 -3.4255
H -1.2316 6.1311 -2.9604
H 5.2436 -0.0103 -0.4001
H -0.1949 3.6601 -5.5910
H 0.7141 -2.9558 -5.0680
```